# C2H13NO3

A 4-piece molecular cluster, C2H13NO3 overall in a non-equilibrium geometry (ωB97M-V with the def2-TZVPD basis set, the OMol25 dataset).

Atoms and positions in Å:
C: -0.314 -1.635 -1.144
C: 1.206 -1.695 -1.294
N: 1.896 -0.513 -0.778
H: -0.808 -2.113 -1.987
H: -0.660 -0.599 -1.143
H: -0.628 -2.035 -0.180
H: 1.410 -1.723 -2.340
H: 1.520 -2.660 -0.902
H: 2.870 -0.615 -1.022
H: 1.775 -0.461 0.229
H: 1.404 1.377 1.870
H: 2.846 1.661 1.350
O: 2.091 2.042 1.806
H: 0.714 1.392 -1.042
H: -0.040 2.212 -2.059
O: -0.170 1.757 -1.220
H: -5.756 1.064 2.970
H: -4.420 1.007 3.751
O: -4.934 1.536 3.134

Forces on atoms 1 to 2 (eV/Å):
C 0.1 0.9 0.3
C -1.0 0.0 -0.2

Calculated values
Frontier orbital gap   10.56 eV
Relative energy (zero: lowest compared OMol25 entry of this formula, charge and spin)   1.093 eV
SMILES   CCN.O.O.O
Energy   -9917.119 eV

=====

# C33H45F5N4O2PdSSbSi3

C33H45F5N4O2PdSSbSi3 as an isolated structure in a non-equilibrium geometry (ωB97M-V with the def2-TZVPD basis set, the OMol25 dataset).

Atoms and positions in Å:
Pd: -0.084 -1.977 -0.714
O: 0.524 -1.365 -2.765
C: 1.619 -1.047 -3.292
C: 1.732 -0.996 -4.710
C: 2.887 -0.622 -5.275
C: 4.062 -0.290 -4.495
C: 4.014 -0.455 -3.189
C: 2.827 -0.832 -2.527
C: 2.984 -1.020 -1.151
N: 1.982 -1.209 -0.246
N: 2.422 -1.088 0.971
C: 1.349 -1.420 1.908
O: 0.337 -2.092 1.640
C: 1.579 -0.826 3.218
C: 0.489 -0.589 4.028
C: 0.649 -0.027 5.259
C: 1.952 0.291 5.722
C: 3.036 0.066 4.900
C: 2.843 -0.505 3.636
H: 0.861 -1.277 -5.245
H: 2.981 -0.662 -6.351
H: 4.984 0.003 -4.967
H: 4.858 -0.242 -2.564
H: 3.980 -0.941 -0.754
H: -0.527 -0.851 3.644
H: -0.201 0.016 5.961
H: 2.106 0.720 6.671
H: 4.025 0.364 5.221
H: 3.728 -0.612 2.997
F: -2.552 -2.863 1.208
C: -3.061 -2.238 0.117
C: -2.228 -1.796 -0.877
C: -2.924 -1.189 -1.926
F: -2.360 -0.800 -3.103
C: -4.292 -1.014 -1.963
F: -4.831 -0.429 -3.019
C: -5.056 -1.405 -0.886
F: -6.406 -1.248 -0.936
C: -4.413 -2.008 0.202
F: -5.140 -2.411 1.267
C: 3.095 2.429 0.869
Si: 1.777 3.606 1.360
C: 0.998 3.065 2.948
C: 2.273 5.350 1.382
Sb: -0.194 3.347 -0.440
Si: 0.062 3.440 -3.033
C: -0.444 5.198 -3.373
C: 1.824 2.984 -3.290
C: -1.037 2.154 -3.762
Si: -2.357 2.344 0.590
C: -2.012 0.766 1.510
C: -2.673 3.855 1.623
C: -3.290 2.307 -0.988
H: 3.230 1.745 1.675
H: 3.996 3.000 0.642
H: 2.852 1.818 -0.022
H: 1.550 3.528 3.798
H: 0.879 1.977 3.051
H: -0.039 3.419 3.014
H: 3.049 5.449 2.184
H: 1.375 5.886 1.640
H: 2.614 5.702 0.420
H: 0.354 5.932 -3.261
H: -1.310 5.504 -2.770
H: -0.789 5.274 -4.427
H: 2.487 3.669 -2.640
H: 2.158 2.949 -4.351
H: 1.972 1.959 -2.910
H: -2.071 2.511 -3.801
H: -0.960 1.200 -3.218
H: -0.701 2.048 -4.812
H: -1.346 1.062 2.289
H: -1.559 0.040 0.804
H: -2.878 0.216 1.905
H: -1.824 4.024 2.306
H: -3.572 3.773 2.268
H: -2.739 4.757 1.041
H: -2.752 1.774 -1.682
H: -3.281 3.324 -1.319
H: -4.336 1.944 -0.932
S: 0.137 -4.310 -1.535
C: -0.442 -5.221 -0.175
N: -0.339 -4.686 1.012
C: -0.843 -5.208 2.275
C: -1.854 -6.300 1.997
C: -1.292 -7.174 0.919
N: -1.021 -6.389 -0.319
H: 0.141 -3.805 1.037
H: -1.270 -4.409 2.886
H: -0.001 -5.603 2.832
H: -2.826 -5.926 1.650
H: -2.042 -6.948 2.832
H: -2.042 -7.938 0.641
H: -0.428 -7.711 1.284
H: -0.992 -6.812 -1.242

Forces on atoms 1 to 2 (eV/Å):
Pd -0.3 0.5 -0.6
O -0.5 0.1 -0.1

Calculated values
Frontier orbital gap (spin up / spin down)   7.04 / 5.85 eV
Spin multiplicity   5
Charge   +1
Relative energy (zero: lowest compared OMol25 entry of this formula, charge and spin)   0.000 eV
Energy   -103072.481 eV

=====

# C6H12FN

One molecule with the formula C6H12FN in a non-equilibrium geometry (ωB97M-V with the def2-TZVPD basis set, the OMol25 dataset).

Atoms and positions in Å:
C: 0.382 0.864 -2.182
C: 1.131 0.038 -1.076
C: 1.534 0.476 0.368
C: 0.346 -0.401 0.161
C: -1.060 0.106 0.347
C: -1.384 0.101 1.872
H: -0.227 1.752 -1.864
H: 0.961 1.391 -2.991
H: -0.380 0.158 -2.697
H: 1.717 -0.790 -1.431
H: 1.524 1.500 0.679
H: 2.386 0.037 0.947
H: -0.114 -2.270 -0.311
H: 0.210 -2.097 1.401
H: -1.830 -0.502 -0.266
H: -1.038 1.074 -0.020
H: -1.432 -0.999 2.099
H: -0.666 0.671 2.395
N: 0.529 -1.850 0.410
F: -2.591 0.740 2.157

Forces on atoms 1 to 2 (eV/Å):
C -0.8 0.2 -0.6
C -0.7 0.8 0.7

Calculated values
Frontier orbital gap   10.51 eV
Relative energy (zero: lowest compared OMol25 entry of this formula, charge and spin)   1.792 eV
SMILES   C[C@H]1C[C@@]1(N)CCF
Energy   -10622.371 eV

=====

# C10H19N2O

An isolated ion of composition C10H19N2O and charge +1 in a non-equilibrium geometry (ωB97M-V with the def2-TZVPD basis set, the OMol25 dataset).

Atoms and positions in Å:
C: -0.730 -2.526 2.849
C: -1.063 -1.690 1.479
C: -1.904 -0.381 1.987
C: 0.339 -1.271 0.756
N: 0.194 -1.084 -0.729
C: 0.418 -2.112 -1.782
C: 0.157 -1.436 -3.177
N: -0.224 -0.034 -2.944
C: -0.172 0.073 -1.505
C: -0.480 1.492 -0.798
C: 0.967 2.004 -0.208
C: 1.470 3.296 -1.051
O: 2.828 3.588 -0.559
H: -1.700 -2.954 3.290
H: -0.348 -1.720 3.594
H: 0.069 -3.315 2.620
H: -1.684 -2.338 0.743
H: -2.436 -0.577 2.992
H: -2.716 -0.084 1.231
H: -1.158 0.491 2.076
H: 0.838 -0.390 1.291
H: 1.047 -2.184 0.884
H: 0.757 -3.194 -1.651
H: 0.253 -1.879 -4.224
H: -0.453 0.728 -3.604
H: -0.925 2.268 -1.531
H: -1.217 1.394 0.072
H: 1.777 1.188 -0.387
H: 0.930 2.171 0.925
H: 0.738 4.157 -0.832
H: 1.559 3.066 -2.187
H: 2.866 3.253 0.377

Forces on atoms 1 to 2 (eV/Å):
C 0.1 1.2 -0.8
C -0.3 0.2 1.0

Calculated values
Frontier orbital gap   9.66 eV
Charge   +1
Relative energy (zero: lowest compared OMol25 entry of this formula, charge and spin)   3.992 eV
SMILES   CC(C)Cn1cc[nH+]c1CCCO
Energy   -15695.339 eV

=====

# CHN3O

One molecule with the formula CHN3O in a non-equilibrium geometry (ωB97M-V with the def2-TZVPD basis set, the OMol25 dataset).

Atoms and positions in Å:
C: -0.931 0.244 -0.094
N: 1.376 -0.549 0.759
N: 1.788 -0.136 -0.300
N: 0.434 -0.799 -0.204
O: -0.985 1.111 0.707
H: -1.681 0.128 -0.868

Forces on atoms 1 to 2 (eV/Å):
C 3.2 0.2 0.5
N 1.9 1.0 1.3

Calculated values
Frontier orbital gap   9.88 eV
Relative energy (zero: lowest compared OMol25 entry of this formula, charge and spin)   5.729 eV
SMILES   O=CN1N=N1
Energy   -7566.044 eV

=====

# C26H31BrCrN6O4P

C26H31BrCrN6O4P as an isolated structure (ωB97M-V with the def2-TZVPD basis set, the OMol25 dataset).

Atoms and positions in Å:
Cr: 0.815 -0.216 0.373
Br: -5.531 -3.016 -3.368
C: -5.698 -1.487 -2.273
C: -4.969 -0.346 -2.580
C: -5.064 0.766 -1.761
C: -5.892 0.734 -0.645
C: -6.669 -0.385 -0.390
C: -6.559 -1.513 -1.189
N: -6.118 1.877 0.215
N: -5.199 2.596 0.627
C: -3.811 2.252 0.422
C: -3.003 3.233 -0.081
C: -1.648 3.005 -0.405
C: -1.079 1.780 -0.158
O: 0.166 1.453 -0.461
C: -1.884 0.797 0.501
N: -1.230 -0.362 0.816
C: -1.907 -1.338 1.381
C: -3.252 -1.203 1.755
C: -3.906 -0.032 1.487
C: -3.242 1.004 0.793
H: -4.334 -0.328 -3.455
H: -4.505 1.659 -2.004
H: -7.355 -0.369 0.448
H: -7.148 -2.395 -0.982
H: -3.450 4.198 -0.284
H: -1.050 3.789 -0.849
H: -1.367 -2.261 1.553
H: -3.751 -2.019 2.257
H: -4.930 0.101 1.808
O: 2.095 1.572 1.452
C: 3.473 1.277 1.460
C: 3.836 0.166 0.501
C: 5.157 -0.239 0.356
C: 5.464 -1.215 -0.571
C: 4.443 -1.760 -1.339
C: 3.157 -1.315 -1.124
N: 2.852 -0.379 -0.212
H: 1.920 2.050 0.614
H: 3.755 1.004 2.481
H: 4.056 2.158 1.182
H: 5.927 0.228 0.957
H: 6.487 -1.542 -0.704
H: 4.636 -2.512 -2.090
H: 2.331 -1.714 -1.698
C: 3.368 2.767 -4.753
N: 3.484 2.883 -3.316
C: 2.716 2.236 -2.402
N: 1.760 1.395 -2.918
O: 2.910 2.374 -1.195
H: 4.145 3.372 -5.213
H: 2.407 3.138 -5.116
H: 3.503 1.736 -5.088
H: 4.203 3.461 -2.917
H: 1.480 1.525 -3.875
H: 1.015 1.129 -2.280
C: 3.265 -2.693 2.849
P: 1.509 -2.422 2.666
C: 0.696 -3.929 3.167
C: 1.047 -1.128 3.810
O: 1.160 -2.066 1.229
H: 3.505 -3.058 3.848
H: 3.800 -1.760 2.668
H: 3.584 -3.426 2.108
H: 1.074 -4.271 4.130
H: 0.886 -4.693 2.413
H: -0.379 -3.770 3.246
H: 1.442 -1.329 4.807
H: -0.039 -1.049 3.863
H: 1.444 -0.174 3.451

Forces on atoms 1 to 2 (eV/Å):
Cr -0.3 -0.3 0.1
Br 0.0 0.0 0.0

Calculated values
Frontier orbital gap (spin up / spin down)   7.25 / 7.24 eV
Spin multiplicity   5
Charge   +1
Relative energy (zero: lowest compared OMol25 entry of this formula, charge and spin)   0.000 eV
Energy   -152347.332 eV

=====

# C4H6IN2

An isolated ion of composition C4H6IN2 and charge +1 in a non-equilibrium geometry (ωB97M-V with the def2-TZVPD basis set, the OMol25 dataset).

Atoms and positions in Å:
C: -0.543 2.623 -0.201
C: -0.417 1.443 -0.325
C: 1.544 1.067 0.192
C: 0.205 -0.892 -0.552
N: 0.467 0.440 -0.167
N: -0.935 -1.374 0.410
I: 3.387 0.054 0.284
H: -0.824 3.552 0.125
H: -1.842 -1.430 -0.070
H: 1.132 -1.327 -0.214
H: -0.276 -1.039 -1.509
H: -1.020 -0.716 1.263
H: -0.877 -2.402 0.762

Forces on atoms 1 to 2 (eV/Å):
C -1.1 -0.5 -0.2
C -1.7 0.5 -0.4

Calculated values
Frontier orbital gap   7.53 eV
Charge   +1
Relative energy (zero: lowest compared OMol25 entry of this formula, charge and spin)   6.596 eV
Energy   -15312.602 eV

=====

# C2H5NS

C2H5NS as an isolated structure in a non-equilibrium geometry (ωB97M-V with the def2-TZVPD basis set, the OMol25 dataset).

Atoms and positions in Å:
C: -1.247 -0.662 0.813
C: 0.668 -0.411 -0.440
H: -2.067 -1.562 0.821
H: -1.773 0.066 0.270
H: -1.152 -0.400 1.834
H: -0.277 -2.244 -0.412
H: 1.457 -0.930 -0.986
N: -0.054 -1.173 0.275
S: 0.479 1.232 -0.356

Forces on atoms 1 to 2 (eV/Å):
C -4.0 -3.9 1.2
C 2.8 3.5 -1.6

Calculated values
Frontier orbital gap   8.45 eV
Relative energy (zero: lowest compared OMol25 entry of this formula, charge and spin)   2.072 eV
Energy   -14478.265 eV

=====

# C4H8NS

A 2-piece molecular cluster, C4H8NS overall in a non-equilibrium geometry (ωB97M-V with the def2-TZVPD basis set, the OMol25 dataset).

Atoms and positions in Å:
C: -2.709 0.752 -0.710
C: 0.875 -1.039 0.172
C: -0.555 -0.948 -0.311
C: -0.002 0.077 0.654
N: 0.065 1.388 -0.006
S: -4.026 0.047 -0.404
H: -1.245 -1.684 0.151
H: 1.123 -1.804 0.943
H: 1.534 -0.889 -0.673
H: -0.718 -0.654 -1.409
H: -0.748 0.150 1.480
H: 0.786 1.285 -0.721
H: 0.236 2.177 0.650
H: -0.979 1.393 -0.418

Forces on atoms 1 to 2 (eV/Å):
C -1.2 -0.3 0.5
C -0.7 -0.9 1.1

Calculated values
Frontier orbital gap   10.57 eV
Charge   +1
Relative energy (zero: lowest compared OMol25 entry of this formula, charge and spin)   2.685 eV
Energy   -16592.721 eV

=====

# CH2N2O3S

A 2-piece molecular cluster, CH2N2O3S overall in a non-equilibrium geometry (ωB97M-V with the def2-TZVPD basis set, the OMol25 dataset).

Atoms and positions in Å:
C: -1.386 -1.045 -0.188
N: -1.729 -0.501 0.814
N: 0.799 1.478 -1.142
O: 1.268 0.321 -0.631
O: -1.113 -1.654 -1.132
O: -0.408 1.886 1.099
S: -0.155 2.376 -0.259
H: 1.446 -0.236 -1.335
H: -1.436 0.446 1.074

Forces on atoms 1 to 2 (eV/Å):
C 0.0 0.0 0.0
N -0.5 0.8 1.1

Calculated values
Frontier orbital gap   9.52 eV
Relative energy (zero: lowest compared OMol25 entry of this formula, charge and spin)   1.759 eV
Energy   -21024.664 eV

=====

# C38H40BrF27N3O7S

C38H40BrF27N3O7S as an isolated structure in a non-equilibrium geometry (ωB97M-V with the def2-TZVPD basis set, the OMol25 dataset).

Atoms and positions in Å:
C: -0.933 3.144 1.152
C: -0.954 2.695 0.048
C: -0.981 2.360 -1.402
C: 0.369 1.589 -1.509
C: 0.712 0.419 -0.576
C: 2.182 0.030 -0.879
C: 2.295 -0.884 -2.104
C: -0.959 3.707 -2.298
C: -1.117 4.916 -1.335
C: -1.089 6.365 -1.882
C: 0.209 7.104 -1.655
N: 0.698 7.115 -0.293
O: 0.763 7.684 -2.542
C: 0.337 3.930 -3.098
F: 0.592 2.932 -3.991
F: 0.123 4.995 -3.946
C: 1.743 4.278 -2.439
F: 2.331 5.299 -3.073
F: 1.740 4.534 -1.120
F: 2.563 3.211 -2.620
C: -2.186 3.773 -3.297
C: -2.058 3.472 -4.812
C: -1.663 2.131 -5.430
C: -2.498 1.893 -6.675
F: -3.005 2.955 -7.352
C: -2.734 0.653 -7.135
F: -3.906 0.134 -7.482
F: -1.736 -0.232 -7.258
C: -3.565 3.353 -2.719
N: -4.453 4.407 -2.287
C: -5.641 4.549 -3.073
O: -6.718 4.338 -2.672
F: -5.399 4.936 -4.304
C: -4.124 5.672 -1.751
O: -3.961 6.635 -2.408
F: -4.092 5.767 -0.435
N: -3.631 2.000 -1.924
C: -4.639 2.206 -0.799
F: -5.219 1.016 -0.399
C: -4.267 2.961 0.454
C: -5.508 3.661 1.062
S: -4.556 0.756 -3.035
C: -6.255 1.320 -3.246
O: -4.027 0.788 -4.361
O: -4.593 -0.545 -2.473
C: -2.275 1.394 -1.560
Br: -2.442 0.238 0.051
C: -1.823 0.372 -2.496
C: -1.560 -0.534 -3.218
H: -1.021 3.261 2.205
H: 0.647 1.286 -2.509
H: 1.069 2.328 -1.139
H: 0.664 0.647 0.482
H: 0.141 -0.464 -0.838
H: 2.794 0.925 -0.972
H: 2.526 -0.504 -0.004
H: 3.060 -1.630 -1.927
H: 1.362 -1.423 -2.267
H: 2.490 -0.329 -3.018
H: -0.359 4.927 -0.566
H: -2.026 4.820 -0.753
H: -1.813 6.959 -1.329
H: -1.327 6.512 -2.929
H: 1.682 6.869 -0.358
H: 0.719 8.101 -0.043
H: -2.317 4.848 -3.385
H: -3.045 3.723 -5.211
H: -1.479 4.241 -5.304
H: -1.727 1.227 -4.852
H: -0.638 2.196 -5.798
H: -4.061 3.058 -3.642
H: -5.539 2.678 -1.175
H: -3.947 2.266 1.218
H: -3.480 3.697 0.375
H: -6.367 3.673 0.394
H: -5.267 4.666 1.381
H: -5.824 3.139 1.958
H: -6.669 0.439 -3.729
H: -6.786 1.459 -2.313
H: -6.323 2.138 -3.950
H: -1.236 -1.080 -4.073
C: 1.438 -5.312 1.365
C: 1.910 -3.922 0.906
C: 3.417 -3.662 0.843
F: 4.008 -3.781 2.043
F: 3.614 -2.386 0.417
F: 1.305 -2.970 1.651
F: 1.456 -3.766 -0.373
O: 1.033 -5.474 2.712
C: 1.947 -5.745 3.707
C: 2.021 -4.609 4.733
F: 2.334 -3.442 4.135
F: 2.984 -4.873 5.645
F: 3.149 -6.046 3.189
F: 1.508 -6.845 4.344
H: 0.524 -5.492 0.802
H: 2.131 -6.095 1.056
H: 3.903 -4.341 0.138
H: 1.065 -4.491 5.246
C: 6.642 -6.908 7.177
C: 5.519 -7.533 6.329
C: 4.182 -7.802 7.024
F: 4.312 -8.672 8.044
F: 3.312 -8.343 6.140
F: 5.979 -8.653 5.733
F: 5.257 -6.638 5.334
O: 7.639 -7.762 7.711
C: 7.465 -8.412 8.908
C: 7.434 -9.934 8.735
F: 6.457 -10.302 7.885
F: 7.189 -10.510 9.932
F: 6.386 -7.955 9.567
F: 8.541 -8.122 9.671
H: 7.194 -6.280 6.479
H: 6.246 -6.229 7.932
H: 3.748 -6.872 7.403
H: 8.391 -10.291 8.348

Forces on atoms 1 to 2 (eV/Å):
C -0.1 -0.6 1.0
C -0.3 0.9 -1.2

Calculated values
Frontier orbital gap   7.05 eV
Charge   +1
Energy   -213089.356 eV